DFT (ωB97M-V with the def2-TZVPD basis set) results for C21H26FN3O2 in the gas phase.

## Properties
SMILES	CC1(C)Cc2c(cnn2-c2cccc(F)c2)[C@@H](NC(=O)C2CCOCC2)C1
HOMO level	-8.83	eV
E_tot	-1230.4615	hartree
total charge	0
relative energy (zero: lowest compared OMol25 entry of this formula, charge and spin)	47.8	kJ/mol
frontier orbital gap	9.326	eV

Each line ends with the Mulliken charge.
Atoms and positions in Å:
C 1.86 -1.68 0.19  -2.093
H 2.82 -1.54 0.68  0.511
H 1.55 -0.72 -0.22  0.396
H 2.00 -2.39 -0.62  0.364
C 0.82 -2.20 1.19  2.408
C 1.41 -3.42 1.91  -2.151
H 2.31 -3.15 2.45  0.416
H 1.67 -4.20 1.19  0.447
H 0.70 -3.84 2.62  0.461
C -0.49 -2.63 0.51  -1.960
H -0.28 -3.44 -0.20  0.381
H -1.15 -3.03 1.28  0.475
C -1.25 -1.51 -0.23  -0.233
C -1.10 -0.22 0.51  0.887
C -0.26 -0.02 1.58  -0.233
N -0.41 1.27 1.96  0.790
N -1.31 1.90 1.18  -1.251
C -1.72 1.02 0.30  -0.945
H -2.45 1.28 -0.44  0.706
C 0.19 1.99 3.00  0.280
C -0.61 2.85 3.74  -0.293
C -0.02 3.58 4.76  0.165
C 1.32 3.47 5.07  -0.539
C 2.11 2.62 4.31  -0.667
C 1.55 1.89 3.27  -0.467
H 2.18 1.27 2.66  0.529
H 3.16 2.54 4.51  0.376
H 1.74 4.05 5.88  0.444
F -0.79 4.41 5.49  -0.321
H -1.65 2.96 3.51  0.541
C 0.53 -1.10 2.23  -1.029
H 1.46 -0.74 2.66  0.496
H -0.06 -1.52 3.05  0.324
N -0.79 -1.38 -1.60  0.279
C -1.64 -1.04 -2.60  0.087
O -2.84 -0.96 -2.44  -0.684
C -1.01 -0.83 -3.98  0.677
C 0.48 -0.45 -4.00  -1.359
H 1.11 -1.18 -3.49  0.443
C 0.67 0.95 -3.41  -0.054
H 1.71 1.26 -3.48  0.363
O -0.07 1.91 -4.13  -0.463
C -1.46 1.63 -4.09  -0.349
C -1.79 0.27 -4.71  -0.924
H -2.86 0.09 -4.62  0.440
H -1.52 0.28 -5.77  0.399
H -1.93 2.44 -4.65  0.367
H -1.81 1.65 -3.05  0.120
H 0.36 0.96 -2.35  0.106
H 0.80 -0.42 -5.05  0.463
H -1.15 -1.78 -4.52  0.283
H 0.20 -1.37 -1.75  0.030
H -2.31 -1.77 -0.31  0.560